C40H29BrN4O3PPbS | ωB97M-V with the def2-TZVPD basis set

Computed properties:
HOMO-LUMO gap = 5.7 eV
Net charge = -1
Calculated total energy = -5492.98945 Eh

Each line ends with the Löwdin charge.
Positions of all 80 atoms, in Å:
Pb 0.6451 1.0723 0.6544  1.2592
Br -5.8516 5.5105 1.3911  0.6642
C -4.3824 4.4079 0.8738  -0.7024
C -4.2564 4.0312 -0.4688  -0.1285
C -3.1936 3.2664 -0.8341  0.0013
C -2.1778 2.8324 0.0836  -0.3690
O -1.2070 2.1804 -0.3725  -0.2201
C -2.3676 3.1833 1.4698  -0.1254
C -1.5408 2.8359 2.5699  -0.0714
N -0.4185 2.1833 2.6291  0.0079
C 0.2246 1.9907 3.8474  -0.1876
C -0.2944 2.3219 5.0920  -0.0150
C 0.4126 2.1279 6.2816  -0.0820
C 1.6710 1.5941 6.2664  -0.0473
C 2.2484 1.2139 5.0412  -0.1469
C 3.5286 0.6251 4.9609  -0.0086
C 4.0322 0.2492 3.7459  -0.0297
C 3.2438 0.4602 2.6065  -0.1246
N 2.0570 1.0033 2.6610  -0.0245
C 1.5276 1.3953 3.8289  -0.1503
C -3.4896 3.9746 1.8091  -0.1076
H -4.9958 4.3471 -1.1911  0.0975
H -3.0800 2.9414 -1.8567  0.1012
H -1.9608 3.2348 3.4998  0.1055
H -1.2850 2.7368 5.1868  0.0958
H -0.0537 2.3980 7.2210  0.1019
H 2.2260 1.4439 7.1812  0.1060
H 4.0913 0.4781 5.8736  0.1123
H 5.0094 -0.1986 3.6456  0.1044
H 3.5996 0.1862 1.6234  0.0802
H -3.6324 4.2352 2.8494  0.0998
O -0.6196 -1.8329 3.3347  0.0275
C -0.4895 -1.9342 2.1237  -0.6488
O 0.3667 -1.3537 1.3786  -0.3005
C -1.3720 -2.8720 1.3195  -0.1264
C -1.9912 -3.9668 1.9051  -0.0251
C -2.6532 -4.8883 1.1150  -0.0908
C -2.6768 -4.7231 -0.2623  -0.0931
C -2.0952 -3.6122 -0.8475  -0.1040
C -1.4712 -2.6569 -0.0526  -0.2755
P -0.8183 -1.0950 -0.7658  1.0504
C -2.1720 -0.6851 -1.9495  -0.3560
C -3.4930 -1.0558 -1.7055  -0.0957
C -4.5337 -0.5406 -2.4566  -0.0925
C -4.2774 0.3851 -3.4530  -0.1088
C -2.9722 0.7973 -3.6778  -0.1077
C -1.9328 0.2775 -2.9298  -0.1198
C 0.4994 -1.8049 -1.8218  -0.3230
C 0.3638 -2.0541 -3.1815  -0.0877
C 1.4318 -2.5586 -3.9034  -0.1055
C 2.6343 -2.8348 -3.2772  -0.1097
C 2.7696 -2.6037 -1.9180  -0.0927
C 1.7136 -2.0845 -1.1971  -0.0840
H -1.9260 -4.0849 2.9783  0.1128
H -3.1430 -5.7420 1.5657  0.0945
H -3.1592 -5.4630 -0.8863  0.0950
H -2.1280 -3.4832 -1.9225  0.1079
H -3.7210 -1.7510 -0.9097  0.0978
H -5.5480 -0.8559 -2.2446  0.0979
H -5.0920 0.8032 -4.0277  0.0929
H -2.7682 1.5471 -4.4301  0.1007
H -0.9228 0.6320 -3.0855  0.1136
H -0.5740 -1.8563 -3.6803  0.0952
H 1.3202 -2.7346 -4.9645  0.0983
H 3.4628 -3.2353 -3.8431  0.0998
H 3.7064 -2.8096 -1.4193  0.1007
H 1.8108 -1.9028 -0.1371  0.0858
C 3.3670 0.4487 -4.9006  -0.0305
C 3.8046 0.4128 -3.4688  -0.3541
C 4.8462 -0.4138 -3.0434  -0.0583
C 5.0920 -0.4238 -1.6801  -0.1814
N 4.4470 0.3439 -0.8248  0.0423
C 3.5308 1.1741 -1.3401  -0.8886
S 2.8554 2.3769 -0.3055  0.4426
N 3.1640 1.1938 -2.6238  0.0954
H 4.2255 0.4777 -5.5695  0.0736
H 2.7420 1.3204 -5.0697  0.0767
H 2.7914 -0.4511 -5.1164  0.0597
H 5.4182 -1.0146 -3.7363  0.1005
H 5.8561 -1.0718 -1.2590  0.1026

Atomic forces in eV per Å
-0.0036 -0.3353 -0.5869
0.0247 -0.0384 0.0126
-0.1535 0.1011 0.5381
0.2009 -0.0807 -0.0162
-0.1331 0.0154 -0.1592
-0.3449 0.2380 0.0878
0.2441 -0.0198 0.0871
-0.1721 -0.0344 -0.5252
0.3455 -0.0023 0.4966
-0.6003 0.2628 -0.7691
0.0894 0.0427 1.2302
-0.0835 -0.0342 -0.5630
0.3736 -0.1507 0.1732
-0.1727 0.1003 0.1280
-0.1893 -0.0044 -0.2528
0.0743 -0.0426 -0.2670
-0.0488 0.0638 0.3914
-0.1317 -0.0030 -0.0847
0.2710 0.0866 0.1696
0.0684 0.0035 0.7588
-0.2403 0.1469 -0.0677
-0.0191 -0.0014 -0.0545
0.0794 -0.0249 -0.1005
0.1685 -0.0713 -0.0274
-0.0945 0.0106 -0.0915
0.0089 0.0147 -0.0211
0.0466 -0.0248 0.0862
0.0437 -0.0120 0.0388
0.0390 -0.0304 0.0084
0.1287 0.0022 -0.1958
-0.0368 0.0888 0.0400
-0.1499 0.0380 0.4635
-0.0081 -0.2550 -0.2346
0.5325 0.0180 0.5501
0.0223 0.1337 0.0009
0.0324 0.0179 0.0676
-0.0510 -0.0402 0.0518
-0.0835 -0.1343 -0.1778
0.0416 -0.0835 0.1281
-0.0135 -0.0233 -0.0310
-0.9433 -0.5405 -0.6871
0.1279 -0.0728 0.1423
0.0019 -0.0754 0.0767
-0.1284 0.0692 -0.0047
-0.0809 0.0363 -0.0131
-0.0259 0.0907 -0.1719
0.0479 -0.1154 0.0282
-0.1612 0.1627 0.0392
-0.0305 0.0606 0.0474
0.0410 -0.0842 -0.1397
0.0243 -0.1502 -0.0177
0.0168 -0.1121 -0.0377
0.0806 0.0456 0.0723
0.0261 0.0319 0.0396
0.0247 -0.0504 0.0109
-0.0497 -0.0633 -0.0429
-0.0463 0.0064 -0.0045
-0.0088 -0.0118 -0.0031
-0.0241 0.0246 -0.0237
-0.0318 0.0287 -0.0769
0.0362 0.0432 -0.0664
0.0867 0.0856 -0.0531
-0.0554 0.0459 -0.0383
-0.0097 -0.0570 -0.0944
0.0883 -0.0098 -0.0809
0.0220 -0.0376 0.0111
0.0439 -0.0262 0.0642
0.0277 -0.0205 0.0425
0.3811 -0.2431 -0.1245
0.0603 0.1720 0.1074
0.2592 -0.1026 -0.5016
0.1209 -0.2810 0.3753
-0.1114 0.5495 0.3915
0.5216 0.8475 0.0680
-0.3732 -0.0048 -0.4426
0.0542 -0.0357 -0.0769
-0.0516 0.0267 -0.0068
-0.0571 -0.0402 -0.0873
-0.0189 -0.0711 0.0051
0.0096 -0.0591 -0.0089

C40H29CoN5O4 | ωB97M-V with the def2-TZVPD basis set

Computed properties:
<S²> = 0.797
HOMO-LUMO gap (spin up / spin down) = 4.6 / 5.4 eV
Net charge = -2
Multiplicity = 2
Calculated total energy = -3499.14170 Eh

Each line ends with the Löwdin charge.
Positions of all 79 atoms, in Å:
Co -0.4314 -0.6593 0.3553  0.3987
C 3.7257 -1.1427 1.2172  -0.0994
O 2.6094 -0.3561 1.5426  -0.1218
C 2.6354 0.9601 1.2050  -0.2370
C 3.8149 1.6233 0.9054  -0.0545
C 3.8289 2.9956 0.6567  -0.1467
C 2.6389 3.6923 0.7226  -0.1341
C 1.4503 3.0249 0.9985  -0.0473
C 1.3895 1.6386 1.2113  -0.1861
N 0.1745 0.9599 1.3969  -0.0155
N -0.7687 1.8348 1.7712  0.0351
C -2.0662 1.4721 1.9144  -0.1863
C -2.5632 0.1405 1.8983  -0.3377
O -1.7732 -0.8789 1.7472  -0.1130
C -3.9496 -0.0733 2.1098  -0.0209
C -4.8355 0.9479 2.3171  -0.0761
C -4.3818 2.2919 2.3311  -0.1980
C -5.2698 3.3739 2.5313  -0.0761
C -4.8316 4.6706 2.5427  -0.1370
C -3.4592 4.9339 2.3498  -0.1236
C -2.5773 3.9043 2.1514  -0.0399
C -3.0000 2.5521 2.1337  -0.0998
H 4.6067 -0.8703 1.8114  0.0833
H 3.9653 -1.0620 0.1519  0.0921
H 3.4446 -2.1697 1.4434  0.0815
H 4.7441 1.0721 0.8701  0.0930
H 4.7615 3.4929 0.4172  0.0846
H 2.6171 4.7623 0.5455  0.0853
H 0.5194 3.5693 1.0329  0.0762
H -4.2800 -1.1065 2.0906  0.1054
H -5.8918 0.7463 2.4654  0.0895
H -6.3231 3.1509 2.6757  0.0948
H -5.5300 5.4859 2.6955  0.0784
H -3.0998 5.9573 2.3545  0.0817
H -1.5242 4.0997 2.0042  0.0862
O 0.8945 -7.2941 2.1025  0.0801
C 0.0482 -7.1350 1.0488  -0.4906
O -0.2332 -8.0993 0.3846  0.0839
C -0.4867 -5.7640 0.8196  -0.1596
C -1.6237 -5.6416 -0.0925  -0.0506
C -1.9813 -4.4174 -0.5395  -0.0210
C -1.3254 -3.2375 -0.0703  -0.2406
C -0.4818 -3.2973 1.1817  -0.2905
C 0.0863 -4.6715 1.3582  0.0225
N -1.4733 -2.0311 -0.5610  0.0148
C -2.3672 -1.5789 -1.4506  -0.0941
C -2.3816 -0.1846 -1.6780  -0.2542
C -3.2329 0.4507 -2.6137  -0.0494
C -3.1158 1.8006 -2.8226  -0.1102
C -2.1473 2.5334 -2.1298  -0.0865
C -1.3708 1.8566 -1.2095  -0.1109
N -1.5049 0.5592 -0.9544  0.0596
H 0.9357 -6.4549 2.5780  0.0786
H -2.0691 -6.5455 -0.4814  0.0923
H -2.7302 -4.3407 -1.3205  0.0965
H -1.1555 -3.1016 2.0317  0.1421
H 1.0086 -4.7347 1.9354  0.1142
H -3.0973 -2.2285 -1.9185  0.0927
H -3.9581 -0.1420 -3.1575  0.0959
H -3.7698 2.2943 -3.5338  0.0901
H -2.0179 3.5963 -2.2765  0.0842
H -0.6141 2.3674 -0.6281  0.0963
N 7.1936 1.5699 -5.5287  0.1098
C 6.2883 1.2568 -4.8880  -0.2173
C 5.1613 0.8677 -4.0928  -0.2652
C 4.4958 1.8094 -3.3014  -0.0363
C 3.4107 1.4328 -2.5401  -0.0183
C 2.9515 0.1025 -2.5384  -0.2423
C 3.6389 -0.8319 -3.3343  -0.0345
C 4.7238 -0.4587 -4.1013  -0.0525
C 1.8526 -0.2734 -1.7296  -0.0745
C 0.9462 -0.4787 -0.9375  0.0149
H 4.8428 2.8346 -3.2825  0.1116
H 2.9073 2.1511 -1.9058  0.1088
H 3.2968 -1.8585 -3.3344  0.1118
H 5.2409 -1.1899 -4.7097  0.1072
C 0.5403 -2.1600 1.1248  -0.1507
H 1.3353 -2.4465 0.4316  0.0558
H 0.9685 -1.9198 2.0982  0.0715

Atomic forces in eV per Å
0.1380 0.3333 -0.3994
-0.0203 0.0278 -0.0154
0.0515 0.0491 0.0556
-0.0412 -0.0446 -0.0279
-0.0108 0.0144 0.0340
0.0428 -0.0276 0.0107
-0.0520 0.0273 0.0103
0.0020 -0.0556 -0.0187
-0.0657 0.0122 -0.0789
0.1747 0.0786 0.0177
-0.0890 -0.1399 0.0746
0.1450 0.0890 -0.0676
0.1081 -0.0186 0.1999
-0.1080 0.0657 -0.2117
0.0034 -0.0311 0.0190
-0.0056 0.0388 0.0105
-0.0025 -0.0264 -0.0050
-0.0133 -0.0238 0.0074
0.0298 0.0181 -0.0022
-0.0314 0.0274 0.0031
0.0161 -0.0693 -0.0067
-0.0117 0.0589 0.0122
0.0053 -0.0056 0.0023
0.0058 0.0073 -0.0061
0.0046 0.0065 -0.0052
0.0075 -0.0186 0.0039
-0.0018 0.0015 0.0083
-0.0014 -0.0066 -0.0035
-0.0157 0.0218 -0.0115
0.0049 0.0011 -0.0042
0.0018 -0.0006 -0.0038
0.0034 -0.0024 -0.0001
0.0024 0.0012 -0.0003
-0.0034 -0.0014 0.0020
0.0055 0.0093 0.0088
0.0051 0.0032 0.0211
-0.0372 0.0601 -0.0446
0.0007 -0.0409 -0.0059
-0.0807 -0.1679 -0.0681
0.1953 -0.0226 0.1076
-0.0419 0.0964 -0.0699
-0.0881 -0.0734 0.0324
0.0492 -0.0733 -0.1731
0.0026 0.1045 0.0425
0.1313 0.0089 0.1594
-0.0036 0.1167 -0.0874
0.0701 -0.1694 -0.0496
0.0074 0.0661 -0.0115
-0.0482 -0.0501 -0.0415
0.0404 0.0288 0.0277
-0.0672 -0.0255 0.0113
-0.1833 -0.0065 0.1887
0.0114 -0.0028 -0.0008
-0.0038 -0.0139 0.0229
-0.0160 0.0365 0.0252
0.0149 -0.0066 0.0248
-0.0132 0.0028 0.0159
0.0234 -0.0180 -0.0183
0.0053 -0.0091 0.0002
0.0086 0.0065 -0.0008
0.0035 -0.0045 -0.0036
-0.0244 0.0159 0.0137
0.0084 -0.0050 -0.0061
-0.0114 0.0124 0.0102
0.0531 0.0109 -0.0403
-0.0184 -0.0377 0.0176
0.0076 0.0329 0.0292
0.0244 -0.0895 -0.0061
-0.0113 0.0100 -0.0444
-0.0551 0.0120 0.0433
-0.0054 0.0243 0.0179
-0.0977 -0.0765 0.0272
0.0051 0.0053 -0.0104
-0.0067 -0.0004 -0.0182
0.0016 0.0037 0.0017
0.0107 0.0081 -0.0067
-0.0941 -0.1330 0.1061
0.0713 -0.0146 0.0959
-0.1225 -0.0419 0.0524